1.
This record from the Open Molecules 2025 dataset describes a 3-piece molecular cluster, C5H18NO2 overall in a non-equilibrium geometry. The level of theory is the ωB97M-V functional and the def2-TZVPD basis.

Values from the calculation:
Relative energy (zero: lowest compared OMol25 entry of this formula, charge and spin) ... 30.7 kcal per mole
Net charge ... +1
Frontier orbital gap ... 11.30 eV
HOMO energy ... -14.38 eV
DFT total energy ... -11055.2483 eV

Geometry (Å):
C  -0.697  0.655  0.445
C  0.348  -0.210  1.223
C  0.953  0.756  2.231
C  1.551  -0.595  0.244
C  2.809  -1.090  0.896
N  -1.608  -0.300  -0.240
H  -1.142  1.359  1.120
H  -0.022  1.181  -0.234
H  0.030  -1.071  1.820
H  1.887  0.359  2.644
H  0.385  0.867  3.163
H  1.057  1.787  1.940
H  1.796  0.425  -0.124
H  1.143  -1.279  -0.507
H  2.561  -1.686  1.807
H  3.607  -0.370  1.043
H  3.353  -1.861  0.308
H  -2.399  -0.438  0.386
H  -1.204  -1.185  -0.541
H  -1.949  0.083  -1.133
H  -1.707  2.402  -1.940
H  -2.573  3.065  -0.831
O  -2.111  2.254  -1.090
H  -0.082  -2.073  -2.321
H  -0.882  -2.137  -3.619
O  -0.651  -1.532  -2.893

Atoms 1-3, force components in eV/Å:
C 3.14 -2.23 0.77
C 1.74 1.15 0.20
C 0.11 -0.39 2.13


2.
This record from the Open Molecules 2025 dataset describes a 3-piece molecular cluster, C5H18NO2S2 overall in a non-equilibrium geometry. The level of theory is the ωB97M-V functional and the def2-TZVPD basis.

Values from the calculation:
⟨S²⟩ ... 0.751
Relative energy (zero: lowest compared OMol25 entry of this formula, charge and spin) ... 0.0 kcal per mole
Net charge ... 0
Frontier orbital gap (alpha / beta) ... 3.22 / 8.88 eV
HOMO energy (alpha / beta) ... -3.09 / -8.79 eV
DFT total energy ... -32729.9085 eV
Spin multiplicity ... 2

Geometry (Å):
N  0.229  -2.298  -0.434
C  -1.210  -2.012  -0.148
C  -1.672  -0.797  -0.886
C  -1.473  -1.944  1.347
S  -0.264  -0.992  2.320
S  -1.002  0.900  2.447
C  -0.063  1.897  1.238
C  -0.892  3.114  0.859
H  0.569  -2.985  0.287
H  0.833  -1.469  -0.345
H  0.337  -2.749  -1.381
H  -1.673  -2.922  -0.535
H  -2.763  -0.758  -0.878
H  -1.575  -0.958  -1.973
H  -1.281  0.193  -0.669
H  -1.428  -2.921  1.825
H  -2.488  -1.569  1.445
H  0.189  1.290  0.367
H  0.878  2.201  1.694
H  -1.854  2.932  0.410
H  -0.288  3.680  0.155
H  -1.019  3.825  1.669
H  4.285  1.713  -1.469
H  4.574  0.348  -0.827
O  4.126  0.768  -1.569
H  2.419  0.535  -1.445
H  1.030  0.708  -2.118
O  1.476  0.272  -1.387

Atoms 1-3, force components in eV/Å:
N 0.27 -0.06 0.65
C 0.63 -0.13 0.37
C -1.24 -0.08 -2.00